(1)
C18H27N5NbO7Rb as an isolated structure. Source: the OMol25 dataset; level of theory: ωB97M-V with the def2-TZVPD basis set.

Summary:
- F_max: 3.9 eV/A
- Gap between HOMO and LUMO: 6.78 eV

Geometry as ORCA input:
```
! wB97M-V def2-TZVPD RIJCOSX def2/J DEFGRID3
* xyz 2 1
N 1.644 -0.265 -0.340
C 2.316 -0.410 0.679
O 2.962 -0.549 1.656
Rb 1.020 0.465 -4.093
Nb -0.288 0.001 -0.874
N -0.623 -1.566 -2.157
N -0.126 1.673 -1.998
C -0.186 -2.987 -1.952
C 0.634 2.974 -1.962
C 0.951 -3.251 -2.944
C -1.355 -3.956 -2.177
C 0.328 -3.221 -0.533
C 0.285 3.749 -3.244
C 0.231 3.807 -0.738
C 2.139 2.670 -1.906
H 0.632 -3.120 -3.989
H 1.313 -4.284 -2.826
H 1.803 -2.576 -2.751
H -2.232 -3.659 -1.588
H -1.056 -4.960 -1.840
H -1.646 -4.047 -3.230
H 1.216 -2.619 -0.303
H 0.627 -4.280 -0.450
H -0.450 -3.042 0.222
H 0.554 3.209 -4.170
H 0.830 4.705 -3.254
H -0.789 3.976 -3.301
H -0.812 4.147 -0.795
H 0.865 4.707 -0.690
H 0.367 3.249 0.195
H 2.386 1.800 -1.274
H 2.652 3.540 -1.467
H 2.574 2.541 -2.919
C -1.610 1.807 -2.047
H -2.119 0.960 -1.488
H -1.941 2.754 -1.587
H -1.996 1.782 -3.083
C -1.418 -1.369 -3.404
H -2.318 -2.005 -3.384
H -1.791 -0.332 -3.521
H -0.840 -1.646 -4.314
O -0.285 1.240 0.954
C -0.574 0.186 1.627
O -0.992 -0.835 0.950
C -0.375 0.103 3.081
C 0.184 -1.056 3.629
C 0.329 -1.154 5.027
C -0.114 -0.121 5.865
C -0.676 1.026 5.289
C -0.767 1.174 3.889
N -1.224 2.060 6.120
O -1.183 1.925 7.361
O -1.726 3.058 5.556
N 0.947 -2.332 5.564
O 1.317 -3.217 4.761
O 1.097 -2.428 6.800
H 0.517 -1.863 2.979
H -0.041 -0.215 6.946
H -1.167 2.080 3.444
*
```

---

(2)
A 2-piece molecular cluster, C13H27BrFINO6PS2 overall. Source: the OMol25 dataset; level of theory: ωB97M-V with the def2-TZVPD basis set.

Summary:
- F_max: 0.4 eV/A
- SMILES: C[C@H](I)C[C@@]1(P(O)Br)C[C@@H](S(=O)(=O)F)COS1(=O)=O.CCN(CC)CC
- Gap between HOMO and LUMO: 8.09 eV

Geometry as ORCA input:
```
! wB97M-V def2-TZVPD RIJCOSX def2/J DEFGRID3
* xyz 0 1
C 2.256 3.881 1.794
C 1.012 3.033 1.986
I 1.404 1.542 3.519
C 0.591 2.375 0.677
C -0.909 2.015 0.454
P -0.740 0.193 -0.178
O -0.358 -0.515 1.233
Br -2.866 -0.462 -0.418
C -1.896 2.133 1.639
C -2.940 3.276 1.702
S -2.463 4.775 2.535
O -1.286 5.357 2.001
O -3.636 5.537 2.776
F -2.049 4.124 3.909
C -3.554 3.693 0.343
O -3.063 2.870 -0.720
S -1.499 2.950 -0.951
O -1.225 2.194 -2.129
O -1.109 4.321 -0.854
H 2.707 4.170 2.739
H 1.974 4.773 1.229
H 2.995 3.338 1.203
H 0.223 3.621 2.420
H 0.906 3.038 -0.132
H 1.191 1.468 0.549
H -1.018 -0.479 1.936
H -1.363 2.090 2.588
H -2.527 1.244 1.615
H -3.740 2.913 2.347
H -4.629 3.548 0.353
H -3.361 4.738 0.109
C 1.828 -1.746 -2.624
C 2.134 -3.233 -2.524
N 1.993 -3.750 -1.175
C 2.578 -5.065 -0.988
C 1.971 -6.242 -1.762
C 0.701 -3.527 -0.550
C -0.548 -4.056 -1.268
H 2.411 -1.186 -1.891
H 2.085 -1.381 -3.619
H 0.773 -1.527 -2.460
H 3.173 -3.401 -2.822
H 1.514 -3.772 -3.259
H 2.556 -5.291 0.081
H 3.636 -4.986 -1.257
H 0.996 -6.532 -1.371
H 2.627 -7.111 -1.679
H 1.860 -6.014 -2.822
H 0.581 -2.450 -0.406
H 0.746 -3.946 0.458
H -0.551 -3.785 -2.325
H -1.439 -3.613 -0.817
H -0.647 -5.138 -1.194
*
```

---

(3)
A 2-piece molecular cluster, C5H13NO overall. Source: the OMol25 dataset; level of theory: ωB97M-V with the def2-TZVPD basis set.

Summary:
- F_max: 1.5 eV/A
- SMILES: C[C@H]1CCCN1.O
- Gap between HOMO and LUMO: 10.49 eV

Geometry as ORCA input:
```
! wB97M-V def2-TZVPD RIJCOSX def2/J DEFGRID3
* xyz 0 1
N -0.428 0.720 -0.313
C 0.776 1.103 -1.120
C 1.826 0.006 -0.821
C 1.332 -0.756 0.429
C 0.195 0.122 0.931
C -0.856 -0.555 1.777
H -0.826 1.597 0.008
H 1.147 2.086 -0.837
H 0.559 1.150 -2.179
H 1.902 -0.581 -1.742
H 2.811 0.396 -0.538
H 1.058 -1.776 0.176
H 2.100 -0.699 1.198
H 0.607 0.961 1.512
H -0.457 -1.166 2.589
H -1.669 0.081 2.125
H -1.406 -1.253 1.126
H -2.374 -0.152 -1.003
H -3.128 -1.121 -1.743
O -3.167 -0.163 -1.575
*
```